# 1
{
  "formula": "C4H5NO",
  "method": "ωB97M-V/def2-TZVPD",
  "symbols": ["C", "C", "C", "C", "N", "O", "H", "H", "H", "H", "H"],
  "xyz": [[-2.018, -1.494, 0.662], [-0.726, -1.482, 0.692], [0.699, 0.334, -0.111], [-0.265, 1.137, -0.553], [0.495, -0.897, 0.510], [-0.061, 2.337, -1.162], [-1.314, 0.897, -0.469], [-0.748, -2.537, 1.058], [1.744, 0.597, -0.217], [1.310, -1.387, 0.839], [0.885, 2.494, -1.250]],
  "e_lumo_ev": [0.35, -1.80],
  "energy_ev": -7759.273,
  "e_homo_ha": [-0.2254, -0.3308],
  "multiplicity": 3,
  "s2": 2.024,
  "homo_lumo_gap_ev": [6.481, 7.204]
}

---

# 2
{
  "formula": "C4H5NO2",
  "method": "ωB97M-V/def2-TZVPD",
  "symbols": ["C", "O", "C", "C", "C", "O", "N", "H", "H", "H", "H", "H"],
  "xyz": [[-0.275, -2.029, -0.600], [-0.668, -0.753, -1.111], [-0.398, 0.279, -0.290], [0.587, 1.282, -0.521], [0.514, 2.030, 0.603], [-0.422, 1.543, 1.430], [-1.004, 0.430, 0.859], [0.396, -1.901, 0.254], [-1.153, -2.603, -0.290], [0.251, -2.556, -1.400], [1.234, 1.382, -1.377], [1.059, 2.897, 0.950]],
  "e_lumo_ev": 0.97,
  "smiles": "COc1ccon1",
  "energy_ev": -9811.853,
  "e_homo_ha": -0.3692,
  "multiplicity": 1,
  "homo_lumo_gap_ev": 11.020
}

---

# 3
{
  "formula": "C4H5NO2",
  "method": "ωB97M-V/def2-TZVPD",
  "symbols": ["N", "C", "C", "C", "O", "C", "O", "H", "H", "H", "H", "H"],
  "xyz": [[-0.396, 0.361, 2.230], [-0.421, -0.703, 1.475], [1.257, 0.070, -2.181], [0.608, 0.003, -1.027], [-0.719, -0.384, -0.915], [-1.318, -0.612, 0.309], [-2.496, -0.865, 0.388], [0.174, 0.395, 3.071], [-0.890, 1.229, 2.034], [2.288, 0.425, -2.148], [0.798, -0.213, -3.123], [1.115, 0.292, -0.115]],
  "e_lumo_ev": 0.52,
  "energy_ev": -9811.357,
  "e_homo_ha": -0.3394,
  "multiplicity": 1,
  "homo_lumo_gap_ev": 9.760
}

---

# 4
{
  "formula": "C4H5NO2",
  "method": "ωB97M-V/def2-TZVPD",
  "symbols": ["O", "C", "C", "C", "N", "C", "O", "H", "H", "H", "H", "H"],
  "xyz": [[1.629, 0.633, -1.435], [0.483, 0.275, -1.562], [-0.181, -0.621, -0.572], [0.513, -1.018, 0.622], [-0.071, 0.049, 1.666], [-0.773, 1.012, 1.189], [-1.179, 1.264, 0.002], [-0.165, 0.600, -2.388], [-1.119, -1.103, -0.835], [0.250, -1.995, 1.042], [1.600, -0.869, 0.579], [-1.000, 1.657, 2.058]],
  "e_lumo_ev": -1.77,
  "energy_ev": -9810.647,
  "e_homo_ha": -0.3605,
  "multiplicity": 1,
  "homo_lumo_gap_ev": 8.040
}

---

# 5
{
  "formula": "C4H5NO2",
  "method": "ωB97M-V/def2-TZVPD",
  "symbols": ["O", "C", "C", "C", "N", "C", "O", "H", "H", "H", "H", "H"],
  "xyz": [[2.090, -1.200, 0.146], [0.920, -0.558, 0.250], [0.558, 0.333, -0.677], [-0.895, 0.614, -0.795], [-1.514, 0.589, 0.533], [-0.975, -0.107, 1.429], [0.158, -0.912, 1.305], [2.178, -1.029, -0.814], [1.336, 0.962, -1.091], [-1.405, -0.136, -1.424], [-1.068, 1.582, -1.265], [-1.370, -0.162, 2.438]],
  "e_lumo_ev": 0.75,
  "smiles": "OC1=CCN=CO1",
  "energy_ev": -9812.370,
  "e_homo_ha": -0.3146,
  "multiplicity": 1,
  "homo_lumo_gap_ev": 9.306
}

---

# 6
{
  "formula": "C4H5NO2",
  "method": "ωB97M-V/def2-TZVPD",
  "symbols": ["O", "C", "C", "C", "N", "C", "O", "H", "H", "H", "H", "H"],
  "xyz": [[0.716, 2.086, -1.144], [0.537, 0.916, -0.822], [-0.732, 0.198, -0.641], [-0.715, -1.097, 0.029], [-0.513, -0.537, 1.385], [0.633, 0.066, 1.465], [1.388, 0.434, 0.467], [0.861, 0.072, -1.575], [-1.637, 0.630, -1.071], [0.129, -1.731, -0.267], [-1.651, -1.650, -0.026], [1.035, 0.289, 2.455]],
  "e_lumo_ev": [-1.73, -1.72],
  "energy_ev": -9809.721,
  "e_homo_ha": [-0.3408, -0.3409],
  "multiplicity": 1,
  "homo_lumo_gap_ev": [7.550, 7.552]
}

---

Question: Which value of multiplicity does entry 6 give?
Answer: 1

---

Copy entry 1 word for word.
{
  "formula": "C4H5NO",
  "method": "ωB97M-V/def2-TZVPD",
  "symbols": ["C", "C", "C", "C", "N", "O", "H", "H", "H", "H", "H"],
  "xyz": [[-2.018, -1.494, 0.662], [-0.726, -1.482, 0.692], [0.699, 0.334, -0.111], [-0.265, 1.137, -0.553], [0.495, -0.897, 0.510], [-0.061, 2.337, -1.162], [-1.314, 0.897, -0.469], [-0.748, -2.537, 1.058], [1.744, 0.597, -0.217], [1.310, -1.387, 0.839], [0.885, 2.494, -1.250]],
  "e_lumo_ev": [0.35, -1.80],
  "energy_ev": -7759.273,
  "e_homo_ha": [-0.2254, -0.3308],
  "multiplicity": 3,
  "s2": 2.024,
  "homo_lumo_gap_ev": [6.481, 7.204]
}